{
  "formula": "C5H12O",
  "method": "ωB97M-V/def2-TZVPD",
  "de_lowest_kj_mol": 219.3,
  "e_homo_ha": -0.34488,
  "fmax_ev_per_a": 3.044,
  "charge": 0,
  "e_tot_ev": -7425.0382,
  "smiles": "C=CO.CCC",
  "homo_lumo_gap_ev": 10.34,
  "symbols": ["C", "C", "O", "H", "H", "H", "H", "C", "C", "C", "H", "H", "H", "H", "H", "H", "H", "H"],
  "positions_angstrom": [[-0.124, 1.953, -2.807], [-1.000, 1.587, -1.917], [-1.488, 0.305, -1.881], [0.218, 2.982, -2.884], [-0.030, 1.385, -3.752], [-1.557, 2.097, -1.213], [-0.663, -0.261, -2.084], [1.492, -0.933, 0.620], [0.021, -1.175, 1.197], [-0.274, -0.644, 2.647], [2.351, -1.146, 1.228], [1.622, -1.630, -0.197], [1.598, 0.135, 0.362], [-0.665, -0.724, 0.448], [-0.301, -2.219, 1.160], [-1.320, -0.855, 2.898], [-0.118, 0.489, 2.700], [0.238, -1.347, 3.476]],
  "atomic_forces_ev_per_a": [[0.5, 1.4, -2.1], [-0.7, -2.0, -0.5], [2.3, -1.9, -0.4], [0.0, -0.2, 0.3], [0.5, -0.1, 1.0], [-0.3, 1.8, 1.5], [-2.3, 0.9, 0.2], [-1.6, 0.1, 0.5], [0.5, 0.5, 0.2], [0.6, -0.9, 0.4], [0.0, -0.2, 1.1], [0.0, 0.4, -0.7], [-0.1, -0.6, -0.4], [0.3, 0.2, 0.6], [0.6, -0.2, 0.1], [-0.1, 0.4, -0.3], [0.2, -1.8, 0.4], [-0.4, 2.1, -1.9]]
}

{
  "formula": "C22H43BrN4O7P",
  "method": "ωB97M-V/def2-TZVPD",
  "e_homo_ha": -0.43193,
  "fmax_ev_per_a": 1.388,
  "charge": 1,
  "e_tot_ev": -123126.5910,
  "smiles": "CCCCCN1C(NOCCNC[C@H](C)O)=[N+](COC(C)=O)[C@H](P(C)C)O[C@@]1(CC(=O)Br)OCC",
  "homo_lumo_gap_ev": 8.74,
  "symbols": ["C", "C", "C", "C", "C", "N", "C", "N", "O", "C", "C", "N", "C", "C", "C", "O", "N", "C", "O", "C", "C", "O", "C", "P", "C", "C", "O", "C", "C", "C", "O", "Br", "O", "C", "C", "H", "H", "H", "H", "H", "H", "H", "H", "H", "H", "H", "H", "H", "H", "H", "H", "H", "H", "H", "H", "H", "H", "H", "H", "H", "H", "H", "H", "H", "H", "H", "H", "H", "H", "H", "H", "H", "H", "H", "H", "H", "H", "H"],
  "positions_angstrom": [[1.193, -3.884, 1.704], [-0.334, -3.811, 1.895], [-0.846, -2.399, 2.172], [-0.656, -1.456, 0.977], [-1.440, -0.175, 1.217], [-0.999, 0.998, 0.387], [-0.403, 0.686, -0.814], [0.892, 0.457, -0.838], [1.668, 0.634, 0.262], [2.727, -0.368, 0.353], [4.070, 0.280, 0.074], [5.123, -0.714, 0.250], [6.043, -0.451, 1.356], [5.507, -0.779, 2.754], [4.696, -2.080, 2.831], [4.796, 0.340, 3.290], [-1.126, 0.625, -1.973], [-0.559, 1.325, -3.151], [-0.617, 0.508, -4.299], [0.612, 0.050, -4.734], [1.003, -1.299, -4.211], [1.284, 0.693, -5.482], [-2.534, 0.957, -1.670], [-3.584, 1.090, -3.209], [-3.514, -0.627, -3.846], [-5.219, 1.192, -2.425], [-2.561, 2.196, -1.003], [-1.949, 2.134, 0.278], [-1.186, 3.463, 0.416], [-0.326, 3.506, 1.651], [0.842, 3.282, 1.665], [-1.215, 4.029, 3.297], [-2.852, 1.947, 1.297], [-4.185, 2.458, 1.133], [-4.853, 2.378, 2.490], [1.451, -4.417, 0.789], [1.677, -4.417, 2.519], [1.659, -2.901, 1.641], [-0.615, -4.473, 2.709], [-0.818, -4.171, 0.985], [-0.281, -1.991, 3.017], [-1.894, -2.416, 2.474], [-1.034, -1.971, 0.087], [0.407, -1.267, 0.869], [-1.354, 0.115, 2.261], [-2.495, -0.379, 1.040], [1.348, 0.163, -1.693], [2.520, -1.190, -0.333], [2.669, -0.755, 1.369], [4.181, 1.134, 0.746], [4.053, 0.681, -0.943], [5.655, -0.769, -0.605], [6.941, -1.046, 1.188], [6.357, 0.597, 1.381], [6.384, -0.890, 3.391], [3.767, -1.904, 3.376], [5.244, -2.837, 3.387], [4.468, -2.480, 1.846], [3.855, 0.232, 3.129], [0.470, 1.623, -2.956], [-1.136, 2.226, -3.347], [0.889, -2.046, -4.996], [0.423, -1.614, -3.345], [2.064, -1.269, -3.961], [-2.918, 0.171, -1.013], [-2.762, -1.236, -3.347], [-4.488, -1.111, -3.786], [-3.233, -0.557, -4.894], [-5.540, 0.275, -1.930], [-5.938, 1.484, -3.185], [-5.188, 1.989, -1.682], [-1.912, 4.271, 0.463], [-0.499, 3.588, -0.418], [-4.718, 1.827, 0.422], [-4.163, 3.488, 0.778], [-4.812, 1.352, 2.854], [-5.882, 2.716, 2.418], [-4.300, 2.987, 3.202]],
  "atomic_forces_ev_per_a": [[0.0, -0.2, -0.1], [0.2, 0.2, -0.2], [0.3, 0.0, 0.1], [-0.3, -0.2, 0.3], [0.4, -0.1, 0.4], [-0.5, -0.5, -0.8], [0.3, -0.2, 0.3], [-0.3, -0.2, -0.3], [0.1, 0.1, 0.0], [-0.1, 0.1, 0.1], [-0.2, 0.0, 0.0], [0.0, 0.3, -0.2], [0.1, -0.1, 0.1], [-0.1, -0.2, -0.1], [0.2, 0.1, 0.1], [0.0, 0.0, -0.1], [0.4, 1.2, 0.4], [0.0, -0.3, -0.4], [-0.2, 0.2, 0.2], [0.5, 0.0, -0.5], [0.2, -0.1, 0.2], [-0.3, -0.1, 0.3], [-0.4, -0.6, 0.0], [0.2, 0.6, -0.5], [0.0, -0.1, -0.2], [0.0, 0.0, 0.4], [0.1, 0.0, 0.1], [-0.1, 0.2, 0.2], [-0.2, -0.1, 0.3], [0.9, -0.1, 0.3], [-0.6, 0.0, -0.1], [-0.1, 0.0, -0.1], [0.0, -0.1, -0.1], [-0.2, 0.0, 0.4], [0.5, -0.1, -0.1], [0.0, 0.0, 0.0], [0.0, 0.0, 0.1], [0.0, 0.1, 0.0], [-0.2, 0.0, 0.0], [-0.1, -0.1, 0.1], [-0.1, 0.1, 0.1], [-0.1, -0.1, -0.1], [0.2, 0.1, -0.2], [0.0, 0.0, -0.1], [0.1, 0.1, 0.0], [0.0, 0.1, -0.1], [0.1, 0.0, 0.0], [0.0, -0.1, 0.0], [0.0, 0.0, 0.0], [0.1, 0.0, 0.0], [0.1, 0.0, -0.1], [0.1, -0.1, 0.0], [0.0, -0.1, -0.1], [0.0, 0.0, 0.0], [0.0, 0.2, 0.1], [-0.1, 0.0, 0.0], [0.0, -0.1, 0.0], [-0.1, 0.0, -0.1], [-0.1, 0.0, 0.1], [0.0, 0.0, 0.1], [-0.2, -0.1, 0.1], [-0.1, 0.0, 0.0], [-0.1, 0.0, 0.0], [0.0, -0.1, -0.1], [0.1, -0.1, 0.0], [0.0, -0.1, 0.1], [0.0, 0.0, 0.1], [0.0, -0.1, 0.0], [0.0, -0.1, -0.1], [-0.1, -0.1, 0.0], [-0.1, 0.1, -0.1], [0.0, 0.0, -0.2], [-0.1, 0.0, -0.2], [0.0, 0.1, -0.1], [0.0, 0.0, -0.2], [-0.2, -0.1, 0.0], [-0.1, 0.0, 0.1], [-0.1, 0.1, 0.0]]
}

{
  "formula": "C44H121N11O11",
  "method": "ωB97M-V/def2-TZVPD",
  "de_lowest_kj_mol": 12.3,
  "e_homo_ha": -0.32821,
  "fmax_ev_per_a": 2.060,
  "charge": 0,
  "e_tot_ev": -86499.1065,
  "smiles": "COC[C@H](C)N.COC[C@H](C)N.COC[C@H](C)N.COC[C@H](C)N.COC[C@H](C)N.COC[C@H](C)N.COC[C@H](C)N.COC[C@H](C)N.COC[C@H](C)N.COC[C@H](C)N.COC[C@H](C)N",
  "homo_lumo_gap_ev": 9.31,
  "symbols": ["C", "O", "C", "C", "C", "N", "H", "H", "H", "H", "H", "H", "H", "H", "H", "H", "H", "C", "O", "C", "C", "C", "N", "H", "H", "H", "H", "H", "H", "H", "H", "H", "H", "H", "C", "O", "C", "C", "C", "N", "H", "H", "H", "H", "H", "H", "H", "H", "H", "H", "H", "C", "O", "C", "C", "C", "N", "H", "H", "H", "H", "H", "H", "H", "H", "H", "H", "H", "C", "O", "C", "C", "C", "N", "H", "H", "H", "H", "H", "H", "H", "H", "H", "H", "H", "C", "O", "C", "C", "C", "N", "H", "H", "H", "H", "H", "H", "H", "H", "H", "H", "H", "C", "O", "C", "C", "C", "N", "H", "H", "H", "H", "H", "H", "H", "H", "H", "H", "H", "C", "O", "C", "C", "C", "N", "H", "H", "H", "H", "H", "H", "H", "H", "H", "H", "H", "C", "O", "C", "C", "C", "N", "H", "H", "H", "H", "H", "H", "H", "H", "H", "H", "H", "C", "O", "C", "C", "C", "N", "H", "H", "H", "H", "H", "H", "H", "H", "H", "H", "H", "C", "O", "C", "C", "C", "N", "H", "H", "H", "H", "H", "H", "H", "H", "H", "H", "H"],
  "positions_angstrom": [[12.259, -2.059, 12.852], [13.211, -1.052, 13.091], [13.915, -1.199, 14.296], [14.909, -0.104, 14.454], [15.836, 0.116, 13.265], [15.751, -0.407, 15.639], [12.737, -3.030, 12.673], [11.719, -1.795, 11.944], [11.556, -2.136, 13.691], [13.232, -1.189, 15.166], [14.406, -2.190, 14.360], [14.380, 0.846, 14.619], [16.344, -0.800, 12.950], [16.603, 0.850, 13.528], [15.290, 0.531, 12.418], [16.176, 0.466, 15.944], [15.187, -0.687, 16.444], [21.009, -0.177, 11.901], [20.409, 0.157, 10.688], [19.149, -0.453, 10.528], [18.465, 0.191, 9.364], [17.973, 1.614, 9.669], [17.360, -0.697, 8.910], [20.414, 0.155, 12.771], [21.977, 0.319, 11.950], [21.163, -1.260, 12.039], [19.339, -1.497, 10.218], [18.590, -0.464, 11.473], [19.175, 0.226, 8.537], [17.417, 2.004, 8.816], [18.828, 2.291, 9.788], [17.371, 1.630, 10.578], [16.581, -0.699, 9.579], [16.950, -0.268, 8.089], [14.479, -5.321, 10.289], [14.602, -4.131, 11.025], [15.763, -4.052, 11.855], [17.068, -4.325, 11.125], [18.255, -3.958, 11.980], [17.190, -3.687, 9.815], [15.311, -5.396, 9.585], [13.563, -5.230, 9.712], [14.493, -6.212, 10.925], [15.738, -3.021, 12.230], [15.676, -4.740, 12.711], [17.119, -5.400, 10.913], [19.170, -4.137, 11.416], [18.302, -4.559, 12.892], [18.187, -2.906, 12.276], [16.366, -3.792, 9.244], [17.484, -2.714, 9.811], [11.397, -6.806, 8.188], [11.025, -7.584, 7.076], [9.677, -7.996, 7.051], [9.417, -9.186, 7.953], [10.118, -10.403, 7.399], [7.965, -9.438, 7.985], [11.274, -7.345, 9.139], [10.766, -5.906, 8.260], [12.444, -6.543, 8.073], [9.049, -7.147, 7.374], [9.440, -8.268, 6.024], [9.844, -8.926, 8.931], [11.189, -10.214, 7.297], [9.704, -10.755, 6.456], [10.006, -11.226, 8.113], [7.490, -8.661, 8.435], [7.774, -10.279, 8.517], [19.788, -4.546, 7.699], [20.271, -3.816, 6.616], [19.756, -2.504, 6.594], [20.414, -1.717, 5.498], [21.932, -1.723, 5.642], [19.850, -0.360, 5.572], [20.414, -5.432, 7.820], [18.748, -4.848, 7.542], [19.849, -4.002, 8.650], [18.663, -2.523, 6.451], [19.910, -1.995, 7.565], [20.114, -2.144, 4.538], [22.273, -2.729, 5.890], [22.223, -1.077, 6.471], [22.366, -1.402, 4.696], [20.483, 0.314, 5.159], [19.696, -0.094, 6.535], [15.473, -5.715, 6.351], [14.606, -6.684, 6.841], [15.223, -7.868, 7.293], [14.288, -9.022, 7.277], [14.983, -10.222, 7.873], [13.827, -9.318, 5.913], [14.996, -4.746, 6.224], [16.031, -5.989, 5.443], [16.305, -5.505, 7.060], [16.101, -8.122, 6.679], [15.585, -7.695, 8.320], [13.390, -8.772, 7.874], [15.887, -10.431, 7.297], [14.355, -11.114, 7.820], [15.225, -10.073, 8.926], [13.092, -10.011, 5.921], [13.470, -8.476, 5.477], [16.832, -6.989, 14.135], [16.892, -7.484, 12.837], [18.227, -7.641, 12.414], [18.296, -8.139, 10.982], [17.698, -9.516, 10.789], [19.684, -8.142, 10.461], [15.799, -7.045, 14.466], [17.129, -5.928, 14.169], [17.518, -7.524, 14.804], [18.796, -6.699, 12.501], [18.709, -8.373, 13.090], [17.811, -7.443, 10.287], [18.424, -10.324, 10.933], [17.364, -9.653, 9.761], [16.883, -9.716, 11.486], [20.293, -8.576, 11.167], [20.051, -7.186, 10.468], [21.452, -1.161, 14.910], [20.436, -1.691, 15.682], [19.320, -2.109, 14.945], [18.463, -3.004, 15.826], [19.091, -4.384, 16.020], [17.079, -3.157, 15.326], [21.237, -0.185, 14.462], [21.802, -1.854, 14.128], [22.322, -1.038, 15.563], [18.737, -1.265, 14.545], [19.639, -2.703, 14.070], [18.343, -2.601, 16.838], [19.343, -4.820, 15.043], [18.394, -5.052, 16.521], [20.025, -4.279, 16.571], [16.727, -2.193, 15.191], [17.085, -3.554, 14.382], [12.582, -6.511, 14.254], [13.393, -6.623, 15.370], [14.040, -5.444, 15.773], [14.886, -5.788, 16.978], [13.997, -6.358, 18.086], [15.485, -4.540, 17.478], [13.208, -6.344, 13.362], [11.857, -5.705, 14.385], [12.111, -7.479, 14.091], [14.667, -5.103, 14.929], [13.352, -4.619, 16.020], [15.622, -6.531, 16.635], [13.160, -5.683, 18.257], [14.564, -6.456, 19.017], [13.662, -7.371, 17.859], [16.077, -4.759, 18.275], [16.107, -4.081, 16.782], [13.966, -9.902, 12.783], [13.104, -10.540, 13.652], [12.925, -11.879, 13.324], [12.172, -12.551, 14.433], [12.944, -12.513, 15.726], [12.000, -13.965, 14.060], [14.133, -8.867, 13.087], [13.561, -9.835, 11.757], [14.961, -10.364, 12.698], [12.402, -11.983, 12.360], [13.897, -12.377, 13.181], [11.176, -12.099, 14.538], [13.048, -11.501, 16.121], [13.940, -12.943, 15.603], [12.464, -13.106, 16.512], [11.622, -14.107, 13.140], [11.556, -14.495, 14.788], [11.193, -1.472, 7.779], [12.545, -1.493, 7.434], [13.391, -1.855, 8.500], [13.696, -0.685, 9.435], [14.288, 0.477, 8.700], [14.629, -1.135, 10.488], [10.859, -2.434, 8.185], [10.601, -1.247, 6.893], [10.986, -0.657, 8.489], [12.935, -2.654, 9.102], [14.310, -2.198, 8.015], [12.725, -0.441, 9.891], [15.014, 0.090, 7.979], [14.790, 1.258, 9.268], [13.604, 1.025, 8.040], [14.644, -2.148, 10.675], [14.263, -0.858, 11.404]],
  "atomic_forces_ev_per_a": [[-0.1, -0.3, 0.0], [0.1, 0.4, 0.0], [-0.4, -1.1, 0.5], [0.9, 1.0, 0.5], [-0.1, 0.2, 0.0], [-0.3, 0.3, 0.2], [0.0, 0.0, 0.1], [0.0, 0.1, 0.1], [0.0, 0.0, -0.1], [-0.1, 0.1, -0.2], [0.1, 0.2, -0.3], [-0.2, -0.2, -0.1], [-0.1, 0.0, 0.0], [0.0, -0.1, 0.1], [0.1, -0.1, 0.0], [0.2, -0.2, -0.1], [0.0, -0.1, -0.3], [0.1, -0.1, 0.6], [0.0, 0.4, 0.2], [1.0, -1.0, -0.6], [-1.6, 0.3, -0.3], [0.8, 0.0, -0.3], [0.3, 0.3, 0.3], [0.0, 0.1, -0.5], [0.0, 0.0, 0.0], [-0.1, 0.1, -0.3], [-0.2, 0.0, 0.4], [-0.2, 0.2, -0.1], [0.2, 0.0, 0.1], [-0.2, -0.1, 0.1], [-0.1, -0.1, 0.2], [-0.2, 0.0, 0.0], [0.2, 0.0, 0.1], [0.2, -0.1, -0.2], [0.4, 0.0, -0.3], [0.2, 0.2, 0.6], [-0.4, 0.2, 0.0], [0.0, -0.3, -1.0], [0.0, 0.0, 0.2], [0.4, -0.1, 0.3], [-0.1, -0.3, -0.2], [-0.1, -0.2, 0.1], [-0.2, 0.0, 0.0], [0.1, -0.1, 0.1], [-0.1, 0.0, -0.1], [-0.1, 0.0, 0.3], [0.1, 0.1, 0.0], [0.0, 0.0, -0.1], [0.2, 0.0, -0.1], [-0.1, 0.2, 0.0], [-0.3, -0.1, 0.0], [-0.5, 0.0, 0.3], [0.4, -0.2, -0.3], [-0.1, 0.6, 0.3], [-0.3, 0.0, -0.4], [0.3, -0.6, 0.7], [0.4, 0.3, 0.1], [0.1, 0.0, -0.1], [0.2, 0.0, -0.1], [0.0, 0.1, -0.1], [-0.1, -0.1, -0.2], [-0.1, 0.1, -0.1], [-0.1, -0.3, 0.1], [-0.1, 0.0, -0.1], [-0.1, 0.3, -0.1], [0.1, -0.1, -0.1], [0.0, -0.2, 0.0], [-0.1, 0.1, 0.0], [0.0, -0.6, 0.5], [0.3, 0.5, -0.1], [-0.6, -0.3, 0.3], [0.0, 0.6, 0.2], [-0.3, -0.4, 0.0], [-0.2, -0.1, -0.3], [-0.1, -0.1, -0.2], [0.0, 0.0, 0.1], [-0.1, 0.2, -0.1], [0.1, 0.0, 0.0], [0.2, -0.2, -0.1], [0.1, -0.1, 0.0], [0.1, 0.0, -0.2], [0.1, 0.2, -0.1], [0.3, 0.1, 0.1], [0.0, 0.0, 0.0], [0.2, 0.1, 0.0], [1.9, 0.6, 0.5], [-0.8, -0.1, -0.4], [1.0, 0.6, 0.1], [-1.6, -0.4, -0.1], [0.0, -0.4, 0.0], [0.8, 0.2, -0.1], [-0.5, -0.2, -0.2], [-0.6, -0.2, -0.2], [-0.3, -0.2, 0.1], [-0.1, 0.1, -0.1], [0.0, -0.1, -0.1], [0.4, 0.1, 0.2], [0.1, 0.0, 0.1], [0.0, 0.1, -0.1], [0.1, 0.1, 0.0], [-0.1, 0.0, 0.0], [-0.1, -0.1, 0.1], [0.0, 0.7, 0.4], [0.1, -0.1, -0.8], [0.2, -0.2, 0.1], [0.7, 0.2, -0.8], [0.0, -0.7, -0.1], [0.6, 0.2, 1.0], [0.0, -0.2, 0.2], [0.0, -0.1, 0.0], [-0.2, -0.2, 0.1], [-0.2, -0.1, 0.0], [0.1, 0.1, -0.2], [-0.4, 0.1, 0.5], [0.2, 0.3, 0.2], [-0.2, 0.1, 0.1], [-0.2, 0.2, -0.2], [-0.3, -0.3, -0.4], [-0.3, -0.1, -0.3], [1.6, 0.1, 0.0], [-0.5, -0.1, 0.3], [-0.2, -0.3, -0.1], [-0.7, -0.8, 0.3], [0.2, 0.3, -0.6], [0.4, 0.8, -0.9], [-0.2, -0.2, 0.2], [-0.4, 0.1, 0.0], [-0.2, 0.1, 0.0], [0.0, 0.1, 0.2], [0.1, 0.1, 0.1], [0.2, 0.5, -0.2], [-0.1, 0.0, 0.1], [0.1, 0.0, 0.2], [0.0, -0.2, 0.1], [-0.1, -0.5, 0.3], [0.1, -0.1, 0.3], [0.3, -0.1, -0.7], [0.1, -0.4, 0.9], [0.2, 0.1, -0.6], [-0.1, 0.6, 0.3], [0.6, -0.4, 0.0], [0.6, 0.0, -0.3], [-0.2, 0.4, -0.1], [-0.2, 0.0, -0.2], [-0.3, 0.1, 0.2], [0.1, 0.2, 0.2], [-0.2, -0.2, 0.0], [0.0, 0.0, 0.3], [-0.1, -0.1, 0.0], [0.0, 0.2, 0.0], [-0.2, 0.2, -0.2], [-0.2, 0.0, 0.0], [-0.7, -0.5, 0.3], [0.6, 1.0, -1.1], [-0.1, 0.4, 0.5], [0.3, -0.4, -0.4], [-0.7, -1.2, -0.1], [0.1, 0.1, 0.8], [1.0, 0.4, 0.1], [-0.1, -0.1, 0.3], [-0.1, -0.2, 0.1], [-0.2, -0.2, 0.2], [-0.2, 0.1, 0.0], [0.0, 0.0, 0.2], [0.2, 0.4, 0.1], [0.0, 0.0, -0.2], [0.0, 0.1, -0.2], [-0.2, 0.0, -0.2], [-0.4, -0.1, 0.0], [-0.3, -0.1, -0.2], [-0.5, 0.5, 0.2], [0.1, -0.2, -0.4], [0.2, 0.2, 0.0], [-0.4, -0.8, 0.8], [0.1, 0.9, -1.6], [-0.1, -0.4, 1.0], [0.0, 0.0, 0.1], [0.1, -0.1, -0.2], [-0.1, -0.3, 0.1], [0.2, -0.1, -0.1], [0.1, -0.1, 0.3], [0.2, 0.3, 0.0], [0.1, 0.0, 0.1], [0.0, -0.3, 0.5], [-0.4, -0.3, 0.3], [-0.2, 0.3, -1.1], [0.2, 0.5, -0.5]]
}

- charge of number 2 (C22H43BrN4O7P)?
  +1